# 1
{"formula": "C19H35IrNO2P2", "method": "the ωB97M-V functional and the def2-TZVPD basis", "species": ["P", "P", "C", "C", "H", "H", "H", "H", "C", "H", "H", "H", "C", "H", "H", "H", "C", "H", "H", "H", "C", "H", "H", "H", "Ir", "C", "C", "C", "C", "C", "C", "C", "C", "C", "H", "H", "H", "H", "H", "H", "H", "H", "H", "H", "H", "H", "H", "H", "H", "O", "C", "C", "C", "C", "O", "N", "H", "H", "H", "H"], "coordinates": [[-2.354, 0.409, -1.068], [-1.370, -0.389, 1.625], [-2.072, -1.425, -0.753], [-2.360, -1.717, 0.686], [-1.013, -1.627, -0.964], [-2.702, -2.041, -1.400], [-3.407, -1.698, 1.010], [-1.965, -2.742, 0.823], [-0.479, -2.009, 2.285], [0.270, -1.802, 3.048], [-0.068, -2.624, 1.485], [-1.344, -2.570, 2.712], [-1.847, -0.176, 3.378], [-2.043, -1.165, 3.791], [-2.710, 0.485, 3.432], [-0.940, 0.249, 3.829], [-1.871, -0.356, -2.973], [-1.983, 0.327, -3.819], [-2.636, -1.145, -3.120], [-0.882, -0.820, -3.067], [-4.102, 0.300, -1.818], [-4.718, 0.616, -0.989], [-4.478, -0.701, -2.117], [-4.190, 1.038, -2.635], [-2.092, 1.421, 0.822], [2.598, -1.822, 0.559], [2.696, -3.008, -0.047], [3.358, -3.339, -1.358], [3.534, -1.999, -2.085], [2.221, -1.660, -2.714], [1.597, -0.541, -2.462], [1.487, 0.058, -1.062], [2.429, -0.374, 0.092], [-2.974, 2.812, -0.448], [2.611, -1.865, 1.664], [2.373, -3.911, 0.510], [2.694, -3.980, -1.936], [4.362, -3.781, -1.286], [3.911, -1.253, -1.398], [4.266, -2.024, -2.901], [1.819, -2.248, -3.549], [0.992, 0.100, -3.129], [0.426, 0.009, -0.714], [1.638, 1.156, -1.171], [3.346, 0.247, -0.006], [1.909, -0.047, 0.992], [-3.066, 3.884, -0.314], [-3.974, 2.373, -0.577], [-2.202, 2.715, -1.230], [-0.825, 2.309, 2.319], [0.242, 2.825, 1.878], [1.019, 3.783, 2.748], [2.292, 3.908, 1.930], [1.923, 3.377, 0.520], [2.575, 3.553, -0.504], [0.758, 2.623, 0.645], [0.504, 4.748, 2.830], [1.051, 3.361, 3.760], [2.656, 4.939, 2.018], [3.108, 3.237, 2.228]], "atomic_forces_ev_per_a": [[0.03, -5.86, -7.42], [0.93, -8.97, 2.43], [-0.73, 0.74, 0.91], [-0.12, -0.34, 0.44], [-0.20, -0.11, 0.01], [0.25, 0.22, 0.08], [-0.02, 0.10, -0.49], [-0.50, 0.71, 0.52], [1.21, 0.25, -0.18], [0.04, 0.00, -0.04], [0.25, 0.26, 0.03], [0.84, 0.70, -0.29], [-0.70, 0.90, -0.05], [-0.28, 0.35, 0.06], [0.11, 0.07, 0.74], [-0.51, 0.11, 0.09], [0.02, 0.28, -1.14], [0.01, 0.36, 0.35], [0.59, 0.55, 0.15], [-0.15, 0.12, 0.41], [-0.38, 0.99, 1.11], [-0.82, 0.15, -0.02], [0.86, 0.54, 0.18], [0.05, -0.47, 0.39], [-0.01, 6.35, 3.64], [0.03, 0.04, 0.40], [0.50, -1.28, 0.40], [-0.75, 0.87, -0.57], [-0.27, -0.10, -1.01], [2.48, -2.29, -1.65], [-2.81, 4.66, 3.03], [0.55, -0.14, -0.12], [0.15, 0.03, 0.29], [-0.26, 1.14, -1.77], [-0.81, -0.15, -0.61], [0.83, 0.62, 0.12], [0.33, -0.39, -0.16], [-0.52, -0.18, 0.51], [-0.17, 0.19, -0.10], [-0.07, -0.41, -0.11], [0.38, -0.36, 0.34], [0.49, -0.86, -0.30], [0.56, -0.09, -0.57], [-0.20, -0.34, -0.19], [-0.30, -0.59, 0.26], [0.07, 0.97, -0.17], [0.16, 0.19, 1.28], [0.41, 0.27, -0.47], [-1.02, 0.28, -0.41], [-0.82, -0.60, -0.63], [1.79, 1.12, -1.73], [-0.22, -0.75, -0.03], [0.53, 0.42, 0.07], [1.40, 1.40, -0.63], [-1.36, -0.81, 1.63], [-2.16, -0.55, 1.70], [-0.07, -0.27, -0.13], [0.39, 0.18, -0.19], [0.20, -0.38, -0.71], [-0.17, 0.15, 0.35]], "e_homo_ev": [-12.897, -14.718], "e_above_lowest_ev": 6.429, "charge": 2, "spin_multiplicity": 6, "homo_lumo_gap_ha": [0.2241, 0.1812], "max_force_ev_per_a": 9.46}

---

# 2
{"formula": "C19H35NO2OsP2", "method": "the ωB97M-V functional and the def2-TZVPD basis", "species": ["P", "P", "C", "C", "H", "H", "H", "H", "C", "H", "H", "H", "C", "H", "H", "H", "C", "H", "H", "H", "C", "H", "H", "H", "Os", "C", "C", "C", "C", "C", "C", "C", "C", "C", "H", "H", "H", "H", "H", "H", "H", "H", "H", "H", "H", "H", "H", "H", "H", "O", "C", "C", "C", "C", "O", "N", "H", "H", "H", "H"], "coordinates": [[0.011, -2.259, -1.646], [0.241, 1.851, -2.281], [-0.356, -0.998, -3.014], [0.508, 0.281, -3.211], [-1.430, -0.746, -2.974], [-0.217, -1.583, -3.937], [1.580, 0.049, -3.108], [0.337, 0.644, -4.241], [-1.175, 2.631, -3.082], [-1.555, 3.453, -2.463], [-1.985, 1.911, -3.241], [-0.830, 3.031, -4.044], [1.689, 2.819, -2.741], [1.484, 3.253, -3.731], [2.568, 2.167, -2.805], [1.877, 3.624, -2.019], [-1.279, -3.435, -2.195], [-1.348, -4.259, -1.473], [-1.031, -3.828, -3.193], [-2.249, -2.920, -2.238], [1.546, -2.978, -2.335], [2.300, -2.194, -2.482], [1.330, -3.472, -3.293], [1.940, -3.716, -1.623], [1.095, -1.562, 2.305], [-0.090, 2.394, -0.517], [-1.439, 1.936, -0.215], [-1.856, 0.552, -0.394], [-1.694, -0.574, 0.694], [-0.422, -1.340, 0.877], [0.971, -0.976, 0.408], [1.148, 0.290, -0.346], [0.946, 1.637, 0.350], [0.455, -3.141, 3.401], [0.023, 3.494, -0.562], [-2.152, 2.653, 0.228], [-1.540, 0.136, -1.365], [-2.949, 0.621, -0.539], [-2.035, -0.162, 1.665], [-2.455, -1.335, 0.440], [-0.557, -2.435, 0.977], [1.603, -1.864, 0.137], [0.269, 0.126, -0.987], [2.053, 0.272, -0.982], [0.583, 1.459, 1.372], [1.908, 2.173, 0.401], [1.254, -3.346, 4.153], [0.342, -4.034, 2.755], [-0.491, -2.936, 3.943], [-2.081, 0.063, 3.528], [-0.983, 0.436, 3.905], [-0.705, 1.595, 4.841], [0.801, 1.726, 4.890], [1.320, 0.570, 4.061], [2.466, 0.210, 3.758], [0.250, -0.128, 3.546], [-1.200, 2.496, 4.461], [-1.129, 1.338, 5.818], [1.146, 2.670, 4.448], [1.184, 1.660, 5.913]], "atomic_forces_ev_per_a": [[-1.42, -0.22, -2.26], [-0.46, 1.98, -1.14], [0.12, 0.22, -0.31], [-0.14, -0.53, 0.06], [0.43, -0.17, -0.12], [-0.10, 0.15, 0.13], [-0.38, 0.09, -0.12], [0.16, -0.08, 0.26], [-0.02, 0.16, -0.32], [0.13, -0.20, -0.23], [0.11, 0.14, -0.03], [-0.32, -0.13, 0.08], [0.26, 0.03, -0.25], [0.30, -0.09, 0.26], [-0.09, 0.27, -0.01], [-0.06, -0.22, -0.26], [0.05, -0.24, -0.10], [-0.05, 0.10, -0.28], [-0.22, 0.02, 0.31], [0.24, -0.19, 0.07], [0.09, -0.11, 0.23], [-0.07, -0.22, 0.04], [0.14, 0.14, 0.25], [0.04, 0.10, -0.28], [-0.82, 3.93, 3.05], [0.80, -0.98, -0.16], [-0.72, 1.30, 1.22], [-1.31, -1.26, -0.53], [-0.85, 0.46, 0.23], [1.82, -0.57, -1.06], [0.15, -0.72, 1.40], [0.00, -0.66, -0.23], [0.62, 0.02, 0.16], [-0.01, -1.47, 0.55], [-0.05, -0.54, 0.12], [0.46, -0.49, -0.28], [0.06, 0.27, 0.34], [0.24, -0.26, 0.26], [0.27, -0.36, -0.48], [0.31, 0.33, 0.13], [-0.34, 0.24, -0.18], [-0.15, 0.41, -0.43], [0.77, 0.36, 0.04], [-0.31, -0.03, 0.48], [0.03, 0.36, -0.26], [-0.38, -0.10, 0.14], [-0.43, 0.10, -0.31], [-0.09, 0.24, 0.39], [0.43, -0.08, -0.34], [1.34, 0.24, 0.58], [-1.23, -0.37, -0.26], [-0.34, -0.11, -0.06], [0.86, 0.21, 0.08], [0.29, -0.23, -0.21], [-1.16, 0.03, 0.16], [0.86, -1.00, -0.44], [-0.04, -0.26, 0.17], [-0.06, 0.15, -0.23], [0.12, -0.23, 0.20], [0.18, 0.07, -0.23]], "e_homo_ev": [-13.530, -13.966], "e_above_lowest_ev": 2.091, "charge": 2, "spin_multiplicity": 5, "homo_lumo_gap_ha": [0.2318, 0.2150], "max_force_ev_per_a": 5.04}

---

# 3
{"formula": "C19H36BNO9", "method": "the ωB97M-V functional and the def2-TZVPD basis", "species": ["C", "C", "N", "C", "C", "O", "B", "C", "C", "O", "C", "O", "O", "O", "H", "H", "H", "H", "H", "H", "H", "H", "H", "H", "H", "H", "C", "C", "O", "C", "H", "H", "H", "H", "H", "H", "C", "C", "O", "C", "H", "H", "H", "H", "H", "H", "C", "C", "O", "C", "H", "H", "H", "H", "H", "H", "C", "C", "O", "C", "H", "H", "H", "H", "H", "H"], "coordinates": [[-0.638, 2.481, 0.127], [0.087, 1.955, 1.389], [1.225, 1.077, 1.186], [1.123, 0.032, 0.168], [-0.152, -0.844, 0.278], [0.308, -2.163, 0.151], [1.637, -2.165, 0.817], [1.558, -2.056, 2.507], [0.348, -2.451, 3.270], [-0.540, -3.220, 2.968], [2.668, -3.383, 0.415], [3.920, -3.167, 0.450], [2.140, -4.501, 0.126], [2.191, -0.841, 0.303], [-0.043, 2.345, -0.777], [-0.886, 3.537, 0.234], [-1.589, 1.958, -0.003], [0.459, 2.816, 1.954], [-0.632, 1.447, 2.040], [2.084, 1.570, 0.986], [1.195, 0.438, -0.864], [-0.864, -0.676, -0.540], [-0.679, -0.723, 1.241], [1.788, -1.035, 2.839], [2.372, -2.686, 2.899], [0.261, -1.966, 4.285], [-2.331, -1.589, -3.496], [-2.941, -0.225, -3.283], [-3.071, 0.238, -2.177], [-3.371, 0.537, -4.521], [-2.056, -2.022, -2.537], [-3.040, -2.247, -4.003], [-1.437, -1.506, -4.117], [-4.122, -0.035, -5.071], [-2.514, 0.694, -5.178], [-3.787, 1.500, -4.230], [-4.130, 5.121, 1.944], [-2.827, 5.875, 1.813], [-1.794, 5.307, 1.566], [-2.887, 7.376, 2.006], [-3.950, 4.061, 1.783], [-4.554, 5.272, 2.939], [-4.850, 5.484, 1.208], [-3.265, 7.611, 3.003], [-3.562, 7.822, 1.273], [-1.892, 7.797, 1.887], [5.342, 1.127, -0.599], [5.045, 1.348, 0.862], [4.112, 2.023, 1.226], [5.938, 0.634, 1.845], [4.617, 1.671, -1.201], [6.354, 1.467, -0.836], [5.264, 0.061, -0.820], [6.977, 0.951, 1.715], [5.870, -0.442, 1.671], [5.608, 0.854, 2.858], [-1.731, -5.506, -0.437], [-1.743, -5.229, -1.909], [-2.709, -4.782, -2.499], [-0.440, -5.523, -2.608], [-2.681, -5.240, 0.023], [-1.512, -6.560, -0.255], [-0.922, -4.906, 0.002], [-0.183, -6.578, -2.487], [0.360, -4.936, -2.143], [-0.524, -5.283, -3.667]], "atomic_forces_ev_per_a": [[-0.38, -0.04, 0.19], [0.37, 0.25, -0.21], [-0.29, -0.17, -0.14], [0.22, -0.50, -0.10], [-0.02, -0.73, -0.28], [-0.15, -0.10, 0.26], [0.77, 0.03, -0.26], [-0.30, 0.04, -0.01], [-0.02, -0.04, 0.02], [0.07, -0.06, 0.03], [-0.45, 0.17, -0.15], [0.04, -0.04, 0.10], [0.02, -0.40, -0.21], [0.01, 0.24, 0.19], [0.02, -0.02, 0.07], [0.10, 0.00, -0.03], [0.12, -0.09, -0.23], [-0.03, -0.05, 0.06], [-0.06, 0.04, -0.08], [-0.07, 0.26, 0.22], [-0.19, 0.28, 0.12], [-0.06, 0.35, 0.15], [0.08, 0.27, 0.00], [0.10, -0.06, -0.01], [-0.02, 0.00, -0.03], [-0.02, 0.08, -0.03], [-0.02, 0.10, 0.12], [0.27, -0.34, 0.08], [-0.25, 0.27, -0.04], [-0.06, 0.11, 0.09], [-0.02, -0.01, -0.04], [0.05, -0.03, 0.00], [-0.02, 0.00, -0.05], [0.05, -0.03, -0.04], [-0.01, -0.05, -0.03], [0.00, 0.00, 0.00], [0.07, -0.10, -0.02], [-0.09, -0.10, 0.00], [0.04, 0.22, 0.08], [0.13, -0.01, -0.03], [0.00, 0.00, -0.01], [-0.04, 0.05, -0.02], [-0.03, 0.04, 0.04], [-0.06, 0.01, -0.02], [-0.05, 0.00, 0.04], [0.00, 0.00, 0.00], [-0.07, 0.02, -0.03], [-0.18, -0.36, -0.08], [0.21, 0.39, 0.08], [-0.07, 0.02, 0.09], [-0.01, -0.01, 0.00], [0.02, -0.07, 0.01], [-0.02, -0.03, 0.04], [0.01, -0.07, -0.05], [-0.02, -0.01, -0.06], [0.00, 0.01, 0.00], [-0.04, 0.29, 0.09], [0.17, -0.09, 0.05], [-0.02, -0.05, -0.04], [-0.05, 0.21, -0.15], [-0.01, 0.02, -0.04], [0.12, 0.03, 0.01], [0.03, -0.10, 0.12], [0.05, 0.02, 0.07], [0.03, -0.08, 0.11], [0.00, 0.00, -0.01]], "e_homo_ev": 0.525, "charge": -2, "homo_lumo_gap_ha": 0.1128, "max_force_ev_per_a": 0.82}

---

> What is the charge in the second record?

+2

---

> Among the records above, which one has the lowest charge?

C19H36BNO9

---

> Which formula does entry 2 have?

C19H35NO2OsP2

---

> Which formula does entry 3 have?

C19H36BNO9